No. 1
109
Properties=species:S:1:pos:R:3:forces:R:3 method="wB97M-V/def2-TZVPD" spin_multiplicity=2 lumo_energy_ev="2.43 / 2.40" gap_ev="1.53 / 8.33" total_charge=-1
C 16.815 -22.277 -11.407 0.423 -0.573 1.075
C 17.758 -21.305 -10.694 -0.009 -0.855 -0.276
C 18.987 -21.996 -10.100 -1.361 -0.983 1.242
O 18.489 -22.976 -9.151 0.524 0.609 -0.802
C 19.450 -23.990 -8.878 -1.830 -0.036 0.178
N 18.173 -20.430 -11.742 0.481 0.729 -0.610
H 15.935 -21.799 -11.836 0.059 0.221 0.120
H 16.516 -23.007 -10.655 -0.276 -0.355 -0.354
H 17.394 -22.720 -12.217 -0.170 -0.266 0.027
H 17.226 -20.838 -9.866 -0.057 0.324 0.191
H 19.613 -21.372 -9.464 0.169 0.685 -0.576
H 19.571 -22.464 -10.893 0.100 -0.160 -0.142
H 19.012 -24.478 -8.007 0.608 -0.106 0.301
H 20.450 -23.598 -8.691 0.072 -0.181 -0.099
H 19.339 -24.719 -9.682 0.896 -0.156 -0.247
H 19.022 -19.936 -11.505 -0.511 0.383 0.146
H 17.421 -19.771 -11.881 0.317 0.407 -0.255
C 24.221 -29.661 -6.756 0.059 -0.133 0.058
C 24.981 -29.444 -8.043 -1.063 -0.360 -0.677
C 23.993 -29.100 -9.180 0.426 1.542 -0.517
O 24.761 -28.632 -10.284 0.604 -0.589 -2.397
C 24.233 -28.913 -11.601 0.495 -0.585 0.441
N 25.992 -28.407 -7.937 -0.224 -0.235 0.130
H 23.845 -28.726 -6.341 -0.084 0.023 -0.144
H 24.856 -30.121 -6.000 0.016 -0.047 0.062
H 23.398 -30.341 -6.980 -0.183 -0.043 0.300
H 25.465 -30.377 -8.333 -0.073 -0.427 -0.096
H 23.445 -28.182 -8.967 -0.646 -0.221 0.960
H 23.289 -29.857 -9.524 0.169 -0.448 0.502
H 24.803 -28.475 -12.421 0.026 1.307 0.612
H 23.166 -28.703 -11.679 0.027 0.252 -0.012
H 24.410 -29.931 -11.947 -0.375 -0.849 0.852
H 26.782 -28.882 -7.524 0.427 0.356 0.138
H 26.233 -28.203 -8.897 0.460 0.329 -0.197
C 28.208 -20.201 -10.438 -1.700 0.428 -1.036
C 29.137 -21.190 -11.127 1.648 1.781 3.213
C 30.418 -20.431 -11.689 0.220 -1.680 -1.258
O 31.481 -19.974 -10.790 -1.066 1.853 -0.620
C 32.196 -18.697 -11.150 -0.995 -1.488 0.624
N 29.551 -22.034 -9.966 0.288 -0.764 -1.768
H 28.450 -19.999 -9.395 0.637 0.493 -0.380
H 27.209 -20.628 -10.343 -0.203 -0.394 -0.054
H 28.007 -19.319 -11.048 0.254 0.479 0.225
H 28.589 -21.836 -11.812 0.528 0.386 -0.619
H 30.110 -19.700 -12.437 -0.044 0.584 0.419
H 30.873 -21.213 -12.296 0.429 -0.118 -0.167
H 32.817 -18.858 -12.031 0.398 -0.223 0.321
H 32.699 -18.424 -10.222 0.589 -0.440 -0.309
H 31.641 -17.784 -11.366 -1.121 -0.428 -0.108
H 28.666 -22.121 -9.487 0.453 -0.519 0.984
H 30.227 -21.485 -9.453 -0.198 -0.014 0.475
C 21.137 -17.223 -11.989 -0.381 -1.269 0.153
C 20.932 -18.430 -11.048 0.378 0.509 -0.207
C 22.094 -18.670 -10.032 -0.178 -0.751 0.542
O 21.998 -19.884 -9.249 -0.206 -0.504 -2.278
C 22.390 -21.050 -10.047 0.090 -0.484 0.996
N 19.679 -18.215 -10.346 0.125 0.292 0.837
H 21.496 -16.343 -11.457 0.306 -0.049 -0.194
H 20.136 -17.020 -12.369 0.001 0.261 -0.153
H 21.724 -17.558 -12.845 0.412 0.570 0.108
H 20.654 -19.279 -11.673 1.261 -0.445 -0.209
H 22.041 -17.920 -9.243 -0.132 0.487 -0.243
H 23.115 -18.651 -10.414 -0.092 0.218 -0.642
H 23.128 -21.601 -9.463 -0.019 0.182 -0.110
H 22.791 -20.918 -11.052 0.316 1.030 0.096
H 21.594 -21.766 -10.254 -0.460 0.298 0.512
H 19.868 -18.635 -9.447 -0.739 -0.053 0.597
H 19.572 -17.220 -10.207 -0.152 0.180 0.366
C 31.067 -22.368 -3.694 -0.624 -2.191 0.045
C 29.587 -22.202 -4.122 0.728 -0.158 1.346
C 28.585 -23.148 -3.317 -0.369 0.830 -1.191
O 27.241 -22.919 -3.841 1.011 -0.122 -0.555
C 26.153 -23.457 -3.135 -0.421 -0.070 1.001
N 29.419 -20.785 -3.832 -1.161 0.597 -0.032
H 31.382 -23.407 -3.793 0.234 -0.312 -0.329
H 31.116 -22.218 -2.615 0.146 0.600 -0.067
H 31.769 -21.754 -4.257 -0.351 0.204 0.186
H 29.453 -22.329 -5.197 -0.035 -0.557 0.050
H 28.574 -22.981 -2.240 0.176 0.553 0.190
H 28.910 -24.184 -3.414 -0.171 -0.252 -0.420
H 26.028 -24.540 -3.132 0.854 -0.359 0.043
H 25.161 -23.176 -3.488 0.373 0.784 -0.817
H 26.170 -23.075 -2.115 0.093 -0.250 0.431
H 28.632 -20.678 -3.209 -0.257 0.337 -0.038
H 29.182 -20.327 -4.701 -0.252 0.386 0.094
C 22.930 -24.483 -10.993 0.590 -0.139 0.405
O 23.815 -23.704 -10.116 -0.951 -0.903 -1.440
C 24.204 -24.300 -8.858 -0.548 0.701 0.710
C 25.193 -25.415 -8.980 -0.158 -0.609 -1.191
N 26.541 -24.946 -9.271 1.019 -0.544 0.758
C 27.531 -24.990 -8.129 -0.600 0.410 -0.252
C 27.228 -23.850 -7.159 0.033 -0.334 -0.245
O 27.251 -22.684 -7.968 0.042 1.327 0.387
C 26.756 -21.492 -7.350 -0.752 -0.268 0.500
H 23.150 -24.424 -12.059 1.231 0.210 0.052
H 21.887 -24.178 -11.080 -0.264 0.455 1.258
H 22.959 -25.541 -10.733 -0.093 -0.010 0.081
H 23.331 -24.644 -8.303 -0.242 0.195 0.071
H 24.679 -23.449 -8.368 -0.326 0.087 0.402
H 24.744 -25.846 -9.874 0.660 -0.911 -0.452
H 25.200 -26.244 -8.271 -0.261 0.555 0.495
H 26.381 -23.966 -9.453 0.745 0.211 -0.379
H 28.555 -24.905 -8.493 -0.081 0.497 -0.495
H 27.602 -25.934 -7.589 -0.866 -0.235 -0.109
H 27.914 -23.769 -6.316 0.342 0.016 -0.055
H 26.250 -24.008 -6.704 -0.353 0.116 -0.035
H 25.678 -21.389 -7.472 -0.303 -0.214 -0.392
H 27.178 -20.570 -7.750 0.428 -0.378 -0.212
H 26.848 -21.482 -6.264 0.596 -0.224 0.154

***

No. 2
11
Properties=species:S:1:pos:R:3:forces:R:3 method="wB97M-V/def2-TZVPD" de_lowest_kj_mol=750.0 lumo_energy_ev=2.60 gap_ev=4.85 total_charge=-1
C -1.879 -1.142 -0.180 0.930 2.001 -0.127
C -2.051 0.384 -0.394 1.378 -1.320 1.834
C -0.717 -0.251 0.489 -1.235 -0.122 -3.095
S 2.352 0.416 -0.026 -0.382 0.716 0.354
H -2.333 -1.674 0.623 -1.221 0.299 0.564
H -1.721 0.946 -1.319 -0.343 -1.276 1.132
H -1.972 -1.762 -1.061 1.233 -0.123 -0.367
H -0.477 1.426 0.974 1.130 0.379 -0.182
H -2.892 0.828 0.144 0.517 0.225 0.005
H -0.635 -0.332 1.582 -0.429 -0.010 -0.625
H 0.284 -0.041 -0.016 -1.578 -0.770 0.507

***

No. 3
23
Properties=species:S:1:pos:R:3:forces:R:3 method="wB97M-V/def2-TZVPD" de_lowest_kj_mol=130.5 lumo_energy_ev=-1.12 gap_ev=7.33 total_charge=0
C -2.415 -0.130 -1.217 1.824 0.406 -0.754
C -1.132 0.272 -1.383 -0.217 -0.487 2.617
C -2.230 -0.643 1.095 -2.071 -0.200 -0.044
C -2.988 -0.562 -0.013 0.561 0.028 1.695
C -0.843 -0.157 1.097 0.434 -1.223 0.531
C -0.291 0.360 -0.171 0.018 1.790 -1.715
C 2.301 -1.111 -1.014 -1.605 -0.288 -0.848
C 2.399 0.805 1.203 1.684 0.079 1.672
Si 1.596 0.650 -0.476 -0.562 -2.641 1.134
Br -4.837 -0.872 0.003 -0.250 -0.302 0.023
Br -0.601 2.826 0.112 0.223 -0.843 0.052
H -3.013 -0.151 -2.052 -1.387 -0.001 -1.870
H -0.769 0.634 -2.312 0.276 0.126 -0.660
H -2.722 -1.074 1.984 0.687 0.513 -0.203
H -0.739 0.615 1.860 0.199 -0.185 0.191
H -0.246 -1.040 1.424 0.183 0.524 -0.072
H 1.977 -1.223 -2.148 0.977 -0.179 2.258
H 3.401 -1.024 -0.885 -0.639 -0.395 -0.386
H 1.889 -2.038 -0.389 0.871 2.105 -1.335
H 1.837 0.089 1.879 0.519 0.649 -0.789
H 3.521 0.415 1.250 -2.322 0.917 -0.337
H 2.358 1.798 1.737 0.051 -0.943 -0.725
H 1.547 1.562 -1.584 0.546 0.550 -0.436

***

No. 4
13
Properties=species:S:1:pos:R:3:forces:R:3 method="wB97M-V/def2-TZVPD" de_lowest_kj_mol=386.8 lumo_energy_ev=0.90 gap_ev=9.78 total_charge=0
C -1.092 -0.617 1.141 -0.106 -0.445 0.168
N -0.397 0.034 0.084 -0.395 -0.398 0.008
C 0.038 -0.544 -1.144 -0.365 -0.125 -0.152
C 1.027 0.037 -0.184 -0.219 0.296 0.290
C 1.070 1.652 -0.422 0.043 -0.836 0.352
O 1.968 2.416 -0.601 -0.723 -0.606 0.130
H -2.163 -0.521 0.942 0.097 -0.187 0.129
H -0.873 -0.104 2.084 -0.014 -0.164 -0.145
H -0.816 -1.671 1.215 -0.131 -0.227 0.241
H -0.116 -1.618 -1.234 0.444 0.009 -0.074
H -0.170 0.024 -2.054 -0.136 -0.106 0.136
H 1.659 -0.651 0.387 0.085 0.530 -0.243
H -0.135 1.563 -0.214 1.421 2.257 -0.840